A structure of composition C10H22MnN3, computed with ωB97M-V with the def2-TZVPD basis set.

Last column: natural (NBO) charge in e.
Geometry (Å):
Mn -0.43162 0.19986 -0.15720  1.05
N 1.53220 -0.02185 0.95464  -1.08
N -0.47901 0.09463 4.41615  -0.46
N 0.76381 -0.75322 -1.77218  -1.12
C -1.07343 0.69375 3.23721  -0.22
C -2.04178 0.87365 -1.50587  -0.89
C -1.20566 0.12569 5.65576  -0.40
C -1.69160 -0.77782 1.26323  -0.32
C -3.22335 -0.55260 3.13782  -0.20
C -2.46394 -1.82445 0.78230  -0.21
C -4.03741 -1.56108 2.62010  -0.20
C 0.50532 -0.94096 4.27093  -0.40
C -2.00997 -0.23001 2.49834  -0.09
C -3.64671 -2.21318 1.44684  -0.23
H -2.97920 1.29207 -1.13658  0.28
H 1.12969 -1.66986 -1.49885  0.41
H 1.73799 0.68655 1.66625  0.41
H 1.51658 -0.90716 1.47433  0.41
H 0.74837 -1.32475 5.27263  0.22
H -1.74096 1.08119 5.74090  0.20
H -1.62770 1.57687 3.59900  0.22
H 0.26843 -0.90856 -2.65546  0.41
H 2.37368 -0.06308 0.37389  0.39
H -1.18856 1.48753 -0.99790  0.17
H -1.93790 -0.69936 5.73981  0.17
H -1.95187 1.04823 -2.57768  0.26
H -4.96356 -1.82608 3.13334  0.23
H 1.43057 -0.54072 3.81994  0.16
H -2.13177 -0.21310 -1.37388  0.25
H -0.48763 0.02216 6.48309  0.21
H -2.18275 -2.34526 -0.13777  0.19
H -3.50952 -0.00834 4.04304  0.22
H -0.25160 1.03268 2.57994  0.16
H 1.57668 -0.18204 -2.02370  0.40
H -4.26778 -3.00959 1.03433  0.23
H 0.15517 -1.78297 3.64315  0.17

Forces on atoms 1 to 2 (eV/Å):
0.9 -2.1 1.8
0.0 0.0 0.2

As for the expectation value of S²: 4.1525. Its net charge is +1. As for the frontier orbital gap (alpha / beta): 6.35 / 7.35 eV. The spin multiplicity is 4. For the maximum force, the calculation gives 0.05621 Eh/bohr.



A cluster of 3 separate species, C10H22N3O5S2 in total, computed with ωB97M-V with the def2-TZVPD basis set.

Last column: natural (NBO) charge in e.
Geometry (Å):
S -3.92707 -0.00577 -1.08872  1.23
S 3.26078 -0.28291 5.55267  1.26
O 0.20320 -0.94402 2.62008  -0.10
O -1.43932 -0.98857 1.01240  -0.35
O 2.08349 3.05169 -4.76035  -0.71
O -3.58546 -0.82325 -2.28417  -1.00
O 4.20723 0.85275 5.62500  -0.97
N 0.59143 -1.20255 -1.73064  -0.46
N -0.81259 -0.50613 2.43757  0.51
N -0.59893 -0.78704 -0.02143  -0.02
C 0.77887 2.64342 -4.38225  -0.06
C 0.64069 0.16631 -1.55572  0.19
C -0.11918 0.42648 -0.46276  -0.10
C -0.15839 -1.77200 -0.79069  0.24
C -5.47901 0.82918 -1.41535  -0.83
C 3.28006 -0.83999 3.83890  -0.84
C 1.38616 1.08662 -2.45187  -0.45
C 0.75490 1.21517 -3.85852  -0.43
C -4.59394 -1.13471 0.13967  -0.83
C 4.09836 -1.71801 6.23117  -0.83
H 2.84300 -0.04050 3.24295  0.22
H -0.40461 -2.81379 -0.67267  0.26
H -5.41007 -1.70117 -0.30735  0.24
H -5.30544 1.54892 -2.21217  0.25
H -6.21865 0.09468 -1.73146  0.24
H 2.43075 0.78011 -2.52887  0.24
H 1.36624 0.64304 -4.56292  0.23
H 1.05100 -1.70894 -2.47328  0.46
H 4.23045 -1.53871 7.29567  0.25
H -3.79798 -1.80904 0.44309  0.23
H 2.55940 3.39872 -3.99993  0.47
H 0.36391 3.33489 -3.63899  0.16
H -4.94452 -0.56670 1.00125  0.23
H -0.26388 0.82376 -3.86551  0.22
H 2.68854 -1.75076 3.73940  0.21
H -0.36639 1.36155 0.01055  0.26
H -5.80482 1.34751 -0.51425  0.24
H 0.16240 2.71501 -5.27789  0.20
H 5.06943 -1.82887 5.74983  0.24
H 3.48348 -2.60546 6.08123  0.23
H 1.38838 2.06206 -1.95559  0.23
H 4.30810 -1.01298 3.52190  0.24

Forces on atoms 1 to 2 (eV/Å):
-0.1 0.1 0.3
-0.1 0.0 0.0

Its net charge is +1. As for the frontier orbital gap: 5.99 eV. For the maximum force, the calculation gives 0.01656 Eh/bohr.



A cluster of 2 separate species, C10H22N5 in total, computed with ωB97M-V with the def2-TZVPD basis set.

Last column: natural (NBO) charge in e.
Geometry (Å):
N -1.21341 0.96832 3.45788  -0.45
N 0.24157 -0.38291 -2.04840  -0.46
N 0.33537 -0.59220 2.84905  -0.38
N 0.95522 0.57642 3.08965  -0.15
N -1.80465 -1.35372 2.93520  -0.77
C -1.55156 -0.88241 -3.80440  -0.64
C 0.47183 1.00783 -2.40567  -0.22
C -1.81827 0.02806 -0.60316  -0.64
C -0.19780 -1.20633 -3.16899  -0.21
C 1.22306 1.79010 -1.33626  -0.62
C 0.05397 1.50187 3.43926  0.29
C -0.99164 -0.29536 3.08287  0.59
C 2.37944 0.67000 2.96232  -0.05
C 3.13665 -0.32793 2.51478  -0.38
C -0.45170 -0.61019 -0.79673  -0.21
H 2.75986 -1.15509 1.88920  0.22
H -1.43347 -2.25701 2.67447  0.42
H -0.53302 -1.68900 -0.62164  0.19
H -2.07588 -0.01012 0.45954  0.19
H 0.29619 2.54380 3.67978  0.26
H 2.82624 1.64560 3.21129  0.25
H -2.78840 -1.25946 3.16176  0.44
H 0.18747 -0.24882 0.02180  0.16
H 1.08021 1.03629 -3.31331  0.21
H 0.62419 1.92342 -0.43095  0.18
H 1.47083 2.78447 -1.71064  0.23
H -1.65142 -1.42425 -4.74710  0.22
H -0.19361 -2.25719 -2.86395  0.19
H 0.67862 -1.50306 2.57662  0.46
H 4.21006 -0.26564 2.74879  0.26
H -1.66221 0.17963 -4.02739  0.21
H -1.83739 1.07621 -0.90442  0.22
H 0.56604 -1.14025 -3.95018  0.20
H 2.15660 1.29073 -1.06684  0.21
H -0.46430 1.53335 -2.63982  0.17
H -2.38209 -1.19504 -3.17142  0.20
H -2.60262 -0.50008 -1.14300  0.22

Forces on atoms 1 to 2 (eV/Å):
1.9 0.0 -0.4
0.1 -0.3 0.0

Its net charge is +1. As for the frontier orbital gap: 6.64 eV. For the maximum force, the calculation gives 0.05989 Eh/bohr.



The ion C10H22NO with charge +1, computed with ωB97M-V with the def2-TZVPD basis set.

Last column: natural (NBO) charge in e.
Geometry (Å):
O 0.03077 0.50169 0.89456  -0.07
N 1.13291 0.22763 0.16916  -0.12
C -1.20034 -0.09850 0.43225  0.06
C -2.30498 0.80632 0.99907  -0.42
C 4.72572 1.15064 0.18440  -0.60
C -1.33217 -1.54840 0.90280  -0.42
C 3.47697 0.49138 -0.39381  -0.47
C -3.32760 1.25302 -0.04758  -0.39
C -0.20896 -2.70390 -1.10043  -0.61
C 2.27943 0.72812 0.43369  -0.03
C -0.24955 -2.51767 0.41432  -0.42
C -2.77195 2.28815 -1.01856  -0.61
H 3.64361 -0.58408 -0.51595  0.23
H -4.17299 1.69374 0.48165  0.23
H -1.17440 -3.05677 -1.45874  0.23
H 4.55369 2.20488 0.37694  0.22
H -2.30573 -1.90389 0.55886  0.25
H 2.34822 1.37199 1.30520  0.23
H 5.02496 0.67017 1.10998  0.22
H -1.94701 1.89415 -1.60851  0.19
H -3.54857 2.60292 -1.70791  0.24
H 0.73218 -2.21949 0.79525  0.20
H 3.28793 0.88645 -1.39883  0.23
H 0.53800 -3.44999 -1.36524  0.24
H -2.42270 3.16375 -0.47921  0.21
H 0.96815 -0.40241 -0.63066  0.41
H -1.20791 -0.05151 -0.66395  0.21
H -2.81195 0.29086 1.81295  0.23
H -1.82223 1.68897 1.42286  0.23
H -3.69869 0.38526 -0.59615  0.20
H 0.02851 -1.78755 -1.64618  0.17
H -0.46823 -3.48724 0.86366  0.25
H -1.34060 -1.55476 1.99455  0.24
H 5.54548 1.06609 -0.52044  0.23

Forces on atoms 1 to 2 (eV/Å):
2.7 0.0 -0.5
-9.4 -4.5 -2.8

As for the expectation value of S²: 2.0070. Its net charge is +1. As for the frontier orbital gap (alpha / beta): 8.46 / 7.19 eV. The spin multiplicity is 3. For the maximum force, the calculation gives 0.20900 Eh/bohr.